(1)
The following is a quantum chemistry calculation of 2 unconnected molecules or ions with the total composition CH3NOS2, from the Open Molecules 2025 dataset.

Last column: Mulliken charge in e.
CARTESIAN COORDINATES (ANGSTROEM)
C1 0.682 1.560 0.693  0.415
N1 0.063 1.383 -0.305  -0.360
O1 -1.043 -1.613 -0.955  -0.450
S1 1.644 1.207 1.845  -0.312
S2 0.219 -2.191 -0.091  0.014
H1 -0.753 1.798 -0.804  0.287
H2 0.849 -1.042 0.073  0.070
H3 -1.660 -1.101 -0.456  0.335

## Properties
SMILES: N=C=S.OS
Energy above the lowest of the compared OMol25 structures with the same formula, charge and spin in eV: 0.9374
Kohn-Sham gap in eV: 9.375
LUMO energy in eV: 0.3

(2)
The following is a quantum chemistry calculation of a gas-phase ion, C5H13N2 (charge +1), from the Open Molecules 2025 dataset.

Last column: Mulliken charge in e.
CARTESIAN COORDINATES (ANGSTROEM)
C1 -1.815 -0.856 -1.766  -1.313
C2 -1.060 0.093 -0.747  0.425
C3 0.224 -0.588 -0.129  -0.931
C4 0.790 -0.197 1.205  0.356
C5 0.672 -0.886 2.332  -0.850
N1 1.895 0.894 1.073  -0.307
N2 -0.718 1.291 -1.554  -0.608
H1 -1.107 -1.113 -2.683  0.324
H2 -1.987 -1.877 -1.442  0.385
H3 -2.776 -0.359 -2.104  0.335
H4 -1.699 0.393 0.142  0.342
H5 0.994 -0.237 -0.843  0.298
H6 0.098 -1.695 -0.014  0.397
H7 0.838 -0.513 3.370  0.282
H8 0.207 -1.840 2.311  0.270
H9 1.582 1.688 0.453  0.360
H10 2.143 1.395 1.920  0.372
H11 2.651 0.247 0.861  0.389
H12 -1.375 2.068 -1.503  0.240
H13 -0.673 1.158 -2.480  0.234

## Properties
SMILES: C=C([NH3+])C[C@H](C)N
Energy above the lowest of the compared OMol25 structures with the same formula, charge and spin in eV: 3.3620
Kohn-Sham gap in eV: 9.311
LUMO energy in eV: -3.7
Total charge: +1

(3)
The following is a quantum chemistry calculation of a gas-phase ion, C11H13F3N2O4PS2 (charge +1), from the Open Molecules 2025 dataset.

Last column: Mulliken charge in e.
CARTESIAN COORDINATES (ANGSTROEM)
N1 -3.037 -1.281 -1.840  -0.613
P1 -1.893 -1.289 -3.212  0.215
O1 -2.579 -0.164 -4.304  -0.461
N2 -0.374 -0.632 -2.503  0.310
C1 0.263 0.272 -3.289  0.058
S1 1.719 0.796 -2.266  -0.030
C2 0.861 0.428 -0.671  0.051
C3 -0.439 1.232 -0.206  -0.256
O2 -0.202 2.474 0.468  -0.412
C4 0.179 2.308 1.833  0.569
C5 1.464 3.092 2.280  -0.285
C6 1.981 3.036 3.728  -0.374
C7 1.264 2.169 4.826  -0.416
C8 -0.033 1.402 4.392  -0.401
C9 -0.553 1.495 2.919  -0.337
C10 0.205 -0.988 -1.156  -1.037
S2 1.378 -2.426 -1.274  1.319
O3 2.200 -2.456 -2.537  -0.609
O4 2.338 -2.431 -0.104  -0.619
C11 0.453 -4.056 -1.203  0.589
F1 1.182 -5.114 -1.770  -0.149
F2 0.193 -4.317 0.182  -0.201
F3 -0.810 -4.025 -1.839  -0.201
H1 -2.849 -2.085 -1.219  0.340
H2 -2.886 -0.417 -1.276  0.323
H3 -3.305 0.316 -3.820  0.346
H4 -0.041 0.622 -4.337  0.398
H5 1.719 0.336 0.073  0.568
H6 -1.055 0.518 0.469  0.112
H7 -1.120 1.447 -1.105  0.117
H8 2.009 3.719 1.501  0.325
H9 2.901 3.616 4.063  0.318
H10 1.648 2.089 5.899  0.341
H11 -0.592 0.765 5.164  0.316
H12 -1.506 0.914 2.654  0.240
H13 -0.684 -1.364 -0.520  0.544

## Properties
Kohn-Sham gap in eV: 5.730
LUMO energy in eV: -5.7
Total charge: +1

(4)
The following is a quantum chemistry calculation of a molecular structure, C4H3O4Sr, from the Open Molecules 2025 dataset.

Last column: Mulliken charge in e.
CARTESIAN COORDINATES (ANGSTROEM)
C1 -1.190 0.203 2.101  0.413
C2 -1.044 -0.852 -0.816  -0.168
O1 -1.047 -0.927 2.433  -0.301
O2 -1.603 0.736 0.981  -0.198
C3 -0.968 0.433 -0.245  -0.424
H1 -1.295 -0.918 -1.875  0.291
H2 -1.321 -1.715 -0.209  0.305
H3 -1.105 1.300 -0.897  0.468
O3 2.342 0.871 -0.131  -0.597
Sr1 4.673 1.503 0.114  2.093
C4 1.404 0.206 -0.452  0.519
O4 1.153 -0.840 -1.004  -0.402

## Properties
Multiplicity: 2
Energy above the lowest of the compared OMol25 structures with the same formula, charge and spin in eV: 1.8724
Kohn-Sham gap (alpha / beta) in eV: 4.513 / 6.193
LUMO energy (alpha / beta) in eV: -9.8 / -9.8
Total charge: +2

(5)
The following is a quantum chemistry calculation of a molecular structure, C24H29Br45NO3S, from the Open Molecules 2025 dataset.

Last column: Mulliken charge in e.
CARTESIAN COORDINATES (ANGSTROEM)
C1 0.927 -2.395 -4.015  -0.829
C2 0.584 -3.162 -2.651  0.264
O1 -0.735 -2.762 -2.167  -0.306
C3 1.735 -3.099 -1.527  -0.876
C4 2.759 -1.891 -1.687  0.354
C5 3.933 -1.915 -2.728  -0.288
N1 4.893 -0.825 -2.847  0.483
C6 4.832 0.363 -2.004  -0.245
C7 3.736 0.553 -0.937  -0.758
C8 2.686 -0.613 -0.790  0.636
C9 1.554 -0.380 0.341  0.581
S1 0.748 1.256 -0.093  0.973
O2 0.393 1.137 -1.570  -0.602
O3 -0.457 1.537 0.777  -0.461
H1 0.033 -2.587 -4.724  0.140
H2 1.841 -2.832 -4.569  0.291
H3 0.987 -1.250 -3.913  0.202
H4 0.465 -4.279 -2.929  0.241
H5 -0.681 -1.877 -1.743  0.196
H6 1.223 -2.995 -0.498  0.174
H7 2.290 -4.114 -1.478  0.496
H8 4.117 -2.798 -3.434  0.367
H9 5.688 -0.846 -3.526  0.016
H10 5.621 1.179 -2.110  0.025
H11 3.728 1.491 -0.270  0.132
H12 0.730 -1.173 0.321  -1.079
H13 2.077 -0.324 1.357  0.505
H14 1.689 2.300 -0.011  0.020
C10 -1.366 4.751 2.374  0.468
Br1 -0.346 6.264 1.711  0.078
Br2 -1.006 4.404 4.247  0.050
Br3 -3.263 4.955 2.029  -0.041
H15 -1.033 3.874 1.818  -0.444
C11 1.083 6.326 -2.286  -0.316
Br4 0.595 6.361 -4.162  -0.021
Br5 0.506 4.687 -1.423  0.107
Br6 2.978 6.648 -2.026  -0.039
H16 0.551 7.144 -1.803  0.314
C12 -1.501 -1.682 2.764  -0.258
Br7 -0.395 -2.791 3.907  -0.044
Br8 -1.403 -2.239 0.906  0.188
Br9 -3.331 -1.593 3.395  -0.017
H17 -1.098 -0.671 2.813  0.246
C13 3.668 5.684 3.474  -0.386
Br10 3.428 3.996 2.541  -0.029
Br11 3.451 7.201 2.286  -0.004
Br12 2.519 5.815 5.030  0.045
H18 4.696 5.705 3.834  0.373
C14 -3.206 -5.662 0.675  0.289
Br13 -5.067 -6.092 0.341  -0.025
Br14 -2.597 -6.364 2.378  -0.066
Br15 -2.063 -6.224 -0.788  0.062
H19 -3.136 -4.577 0.735  -0.267
C15 -5.474 0.660 0.645  -0.404
Br16 -5.999 0.633 -1.221  -0.047
Br17 -6.037 -0.957 1.563  -0.073
Br18 -3.575 0.999 0.852  0.089
H20 -5.999 1.492 1.113  0.395
C16 -3.588 -3.431 -5.243  0.087
Br19 -5.030 -3.542 -6.533  -0.073
Br20 -2.120 -4.614 -5.703  -0.093
Br21 -2.991 -1.604 -4.983  -0.014
H21 -3.987 -3.775 -4.288  0.004
C17 -6.905 -3.045 -2.862  -0.042
Br22 -7.093 -1.756 -4.299  0.033
Br23 -6.996 -4.871 -3.511  -0.046
Br24 -5.300 -2.727 -1.820  0.231
H22 -7.749 -2.903 -2.194  -0.047
C18 8.845 0.154 -4.422  -0.109
Br25 7.884 1.503 -3.413  -0.008
Br26 10.515 -0.329 -3.567  0.047
Br27 7.746 -1.407 -4.789  0.038
H23 9.096 0.598 -5.385  0.173
C19 -1.912 -10.553 -0.964  -0.336
Br28 -1.043 -10.054 -2.625  -0.024
Br29 -1.145 -9.625 0.556  -0.019
Br30 -3.835 -10.315 -1.057  -0.002
H24 -1.729 -11.616 -0.815  0.348
C20 -2.131 3.812 7.994  0.143
Br31 -3.151 5.094 9.032  0.004
Br32 -0.450 3.364 8.853  0.029
Br33 -3.172 2.230 7.577  0.001
H25 -1.887 4.292 7.047  -0.190
C21 -0.425 1.500 12.317  0.242
Br34 -1.446 2.782 13.356  -0.002
Br35 1.254 1.051 13.176  -0.016
Br36 -1.468 -0.081 11.899  -0.007
H26 -0.180 1.979 11.369  -0.237
C22 0.413 9.449 5.270  -0.326
Br37 -0.077 9.508 3.395  -0.029
Br38 -0.166 7.800 6.113  -0.018
Br39 2.309 9.766 5.528  -0.014
H27 -0.116 10.262 5.765  0.341
C23 10.850 -1.331 -7.890  -0.320
Br40 10.271 -2.783 -6.740  -0.013
Br41 9.481 0.032 -8.076  -0.036
Br42 12.540 -0.581 -7.307  0.023
H28 11.014 -1.755 -8.880  0.369
C24 -9.706 0.249 -2.012  0.326
Br43 -10.164 0.994 -3.743  -0.006
Br44 -10.818 0.972 -0.597  -0.036
Br45 -9.736 -1.691 -2.033  0.035
H29 -8.681 0.549 -1.797  -0.286

## Properties
Kohn-Sham gap in eV: 6.573
LUMO energy in eV: -4.6
Total charge: +1

(6)
The following is a quantum chemistry calculation of C3H5NO2 in the gas phase, from the Open Molecules 2025 dataset.

Last column: Mulliken charge in e.
CARTESIAN COORDINATES (ANGSTROEM)
O1 1.826 -0.031 0.350  -0.662
C1 0.795 -0.824 -0.081  -0.442
C2 -0.433 0.013 0.213  0.265
O2 0.064 1.525 -0.167  -0.626
C3 -1.635 -0.385 -0.513  0.152
N1 -2.578 -0.662 -1.123  -0.357
H1 1.270 1.017 0.099  0.457
H2 0.873 -1.205 -1.118  0.323
H3 0.457 -1.711 0.517  0.276
H4 -0.570 0.059 1.294  0.250
H5 -0.068 2.204 0.530  0.365

## Properties
SMILES: N#C[C@H](O)CO
Energy above the lowest of the compared OMol25 structures with the same formula, charge and spin in eV: 3.3133
Kohn-Sham gap in eV: 10.041
LUMO energy in eV: 0.0